1.
A molecular structure, C13H39N4O8Tl in a non-equilibrium geometry. Source: the OMol25 dataset; level of theory: ωB97M-V with the def2-TZVPD basis set.

## Properties
Net charge ... +2
Gap between HOMO and LUMO ... 2.8127 eV
Strongest force on any atom ... 2.03 eV/Å
HOMO energy ... -14.8 eV
Multiplicity ... 1

Cartesian coordinates (Å):
Tl (1.1670, -2.0675, 0.1197)
O (-2.4246, 3.9367, -0.9787)
O (-1.6156, -2.8762, 0.5845)
O (-2.0793, 1.4885, 0.8547)
O (1.8554, 0.3938, -1.7880)
O (-0.8809, -1.0002, -1.7224)
O (2.5079, 1.8745, 1.5489)
O (0.3751, 0.3679, 1.2699)
O (0.6663, 1.2596, 3.7345)
N (-1.7286, -0.4027, -3.7840)
N (-0.1245, -1.9926, 2.7398)
N (-2.1414, 0.8758, -1.9379)
N (1.8465, -2.2853, -2.9487)
C (1.5927, 2.2933, 3.7291)
C (-2.0971, 2.8563, 1.2546)
C (2.9886, -1.3505, -3.0823)
C (3.9088, -1.6723, -4.2470)
C (-1.5676, 3.7215, 0.1339)
C (-1.9989, -2.2810, 4.2686)
C (-1.5400, -0.2477, -2.4554)
C (2.8713, 2.0158, 2.8722)
C (-2.2996, -2.4701, 1.7465)
C (1.3757, 1.7266, -1.8416)
C (2.5012, 0.0954, -3.0063)
C (-2.4881, -3.0895, -0.5097)
C (-1.3665, -2.7258, 2.9188)
H (3.5726, -1.4959, -2.1633)
H (-2.5747, -1.4098, 1.6757)
H (-2.8649, -2.8409, 4.6148)
H (-1.2388, -1.1202, -4.2856)
H (-1.4446, 2.9823, 2.1242)
H (-1.3230, 4.7138, 0.5431)
H (3.4121, 1.1232, 3.2095)
H (-1.0995, -3.7820, 2.9937)
H (-3.0575, -4.0018, -0.2906)
H (0.5481, -2.1999, 3.4748)
H (-3.1806, -2.2680, -0.7090)
H (0.4982, 0.8345, 0.4274)
H (-2.3433, 0.2156, -4.2794)
H (1.8877, 2.3671, 4.7790)
H (1.2988, -2.2643, -3.8101)
H (0.5437, 1.8778, -2.5391)
H (3.4457, -1.5900, -5.2315)
H (-1.9449, -3.2788, -1.4326)
H (-2.5228, 1.5349, -2.5946)
H (1.8642, 0.2340, -3.8907)
H (0.8924, 1.9055, -0.8769)
H (-3.2999, 4.1754, -0.6513)
H (1.7235, 1.2714, 1.4328)
H (-1.2289, -2.3179, 5.0369)
H (3.5469, 2.8543, 3.0425)
H (-1.2545, 1.0250, 1.0891)
H (4.2980, -2.6815, -4.1196)
H (2.2904, -3.2043, -2.9984)
H (4.7416, -0.9671, -4.2191)
H (1.1926, 3.2615, 3.4137)
H (-2.1072, 1.0785, -0.9434)
H (-2.3078, -1.2459, 4.0971)
H (-3.2138, -3.0483, 1.9070)
H (-0.2899, -0.9885, 2.7295)
H (-0.6162, 3.3774, -0.2704)
H (-3.0883, 3.1932, 1.5583)
H (3.3816, 0.7309, -3.1468)
H (0.3541, 1.0846, 2.8183)
H (2.2050, 2.4200, -1.9887)

These are the Mulliken partial charges, in e, on atoms 1 to 4: number 1, Tl, carries 1.1650; number 2, O, carries -0.5302; number 3, O, carries -0.1298; number 4, O, carries -0.7045



2.
A gas-phase ion, C6H14N3O (charge +1) in a non-equilibrium geometry. Source: the OMol25 dataset; level of theory: ωB97M-V with the def2-TZVPD basis set.

## Properties
Net charge ... +1
Gap between HOMO and LUMO ... 10.7424 eV
Strongest force on any atom ... 5.04 eV/Å
SMILES ... C[NH+](C)[C@@]1(C(N)=O)CCN1
HOMO energy ... -13.6 eV
Energy above the lowest of the compared OMol25 structures with the same formula, charge and spin ... 128.54 kJ/mol
Multiplicity ... 1

Cartesian coordinates (Å):
O (-1.0214, 2.3374, 0.0981)
N (1.1109, 2.4610, -0.4606)
N (1.2241, -0.2867, -1.0144)
N (-0.8961, -0.5932, -0.0733)
C (0.3318, 0.1917, -0.0610)
C (0.0287, 1.7793, -0.0774)
C (-1.7633, -0.5545, 1.1367)
C (2.1092, -0.8331, -0.0142)
C (-1.7146, -0.2274, -1.2420)
C (1.2198, -0.4846, 1.1462)
H (-2.7110, -0.7584, -1.1579)
H (1.5929, 0.3096, -1.7436)
H (-1.9726, -1.5944, 1.4059)
H (3.0605, -0.2575, 0.0729)
H (-1.1675, -0.4327, -2.2240)
H (0.8657, 3.3753, -0.7851)
H (2.3445, -1.8990, -0.4383)
H (-0.6018, -1.5981, -0.0550)
H (2.0150, 2.0406, -0.8135)
H (-1.2388, -0.0336, 1.9251)
H (1.0518, -1.2964, 1.7367)
H (1.7175, 0.3238, 1.7725)
H (-1.9638, 0.7747, -1.1147)
H (-2.6665, 0.0525, 0.7956)

These are the Mulliken partial charges, in e, on atoms 1 to 4: number 1, O, carries -0.5684; number 2, N, carries -0.4059; number 3, N, carries -0.5343; number 4, N, carries 0.1299



3.
A molecular structure, H31O15 in a non-equilibrium geometry. Source: the OMol25 dataset; level of theory: ωB97M-V with the def2-TZVPD basis set.

## Properties
Gap between HOMO and LUMO (alpha / beta) ... 3.3328 / 9.8913 eV
Strongest force on any atom ... 14.26 eV/Å
HOMO energy (alpha / beta) ... -3.0 / -10.1 eV
Energy above the lowest of the compared OMol25 structures with the same formula, charge and spin ... 408.21 kJ/mol
Multiplicity ... 2

Cartesian coordinates (Å):
O (-1.3262, 0.2859, 0.3204)
O (1.3344, 0.5586, 3.3055)
O (2.1699, 3.1446, 0.6561)
O (2.8105, -2.0758, 2.2099)
O (-1.0894, 1.7674, -2.2132)
O (4.4046, 0.7490, -0.5189)
O (-2.5861, 2.5989, -0.5157)
O (0.1244, -2.0336, -3.5729)
O (-3.4378, -2.5635, -0.7531)
O (-0.7163, 2.4524, 3.3801)
O (-4.0203, 0.8352, -2.9513)
O (2.0890, -0.4385, -1.9989)
O (0.7547, 1.5722, -0.5768)
O (0.6430, -3.5388, 2.5381)
O (-1.1349, -2.9084, 0.7258)
H (-0.4440, 0.4307, 0.7969)
H (-3.5966, -2.3495, 0.1610)
H (-3.8873, 1.3522, -2.1163)
H (4.8250, 0.0241, -0.0922)
H (2.3824, -0.9334, -1.4193)
H (-1.3934, -3.7814, 1.1248)
H (0.4787, 0.6729, -0.1453)
H (0.2987, -4.2096, 2.9424)
H (-0.1896, 1.7603, -1.3438)
H (2.0311, 0.7520, 2.4795)
H (1.5968, -0.9736, -2.7266)
H (1.9892, -2.5223, 2.2738)
H (4.7716, 0.6024, -1.3421)
H (-0.5657, -3.0271, -0.0669)
H (1.4349, 1.3672, -1.1675)
H (0.0126, -3.2769, 1.9424)
H (-3.9695, -2.0077, -1.2050)
H (-1.6551, -0.5235, 0.8624)
H (-0.1551, -1.4458, -4.3971)
H (3.0097, 3.4706, 1.0646)
H (-1.6357, 2.5018, -2.0418)
H (-3.4867, 2.8228, -0.0361)
H (-4.4370, 0.0879, -2.7331)
H (-1.5576, 1.0502, -2.0307)
H (1.4093, -0.5068, 3.3874)
H (0.0707, -2.8857, -3.9944)
H (-0.0557, 1.7151, 3.2533)
H (1.6258, 3.9994, 0.6918)
H (-0.2283, 3.1894, 2.8896)
H (-2.3973, 1.6830, -0.1506)
H (3.5616, -2.2819, 2.8598)

These are the Mulliken partial charges, in e, on atoms 1 to 4: number 1, O, carries -0.7327; number 2, O, carries -0.8090; number 3, O, carries -0.3643; number 4, O, carries -0.6307